Record 1
{"formula": "C21H26N2O3", "method": "ωB97M-V with the def2-TZVPD basis set", "multiplicity": 1, "relative_energy_ev": 22.082, "smiles": "COc1ccc(CCC(=O)N2CCN(c3ccccc3)CC2)cc1OC", "orbital_gap_ev": 8.25, "total_energy_ha": -1150.32729, "species": ["C", "O", "C", "C", "C", "C", "C", "C", "O", "C", "H", "H", "H", "H", "C", "H", "H", "C", "C", "O", "N", "C", "H", "C", "N", "C", "C", "C", "C", "C", "C", "H", "H", "H", "H", "H", "C", "H", "C", "H", "H", "H", "H", "H", "H", "H", "H", "H", "H", "H", "H", "H"], "positions_angstrom": [[1.780, 3.319, -2.333], [2.342, 2.951, -1.143], [2.551, 1.730, -0.902], [2.259, 0.570, -1.800], [2.459, -0.891, -1.547], [2.803, -1.104, -0.063], [2.957, -0.105, 0.962], [2.802, 1.360, 0.315], [2.928, 2.440, 1.166], [3.483, 2.147, 2.558], [4.374, 1.921, 2.591], [2.642, 1.673, 3.044], [3.537, 2.996, 2.913], [3.405, -0.131, 1.829], [3.070, -2.457, 0.179], [3.248, -3.079, -0.442], [3.949, -2.663, 1.063], [1.788, -3.089, 1.051], [0.790, -2.927, -0.098], [0.668, -3.776, -0.846], [-0.374, -2.150, 0.021], [-0.631, -1.034, 1.278], [0.350, -0.940, 1.828], [-0.802, 0.286, 0.622], [-1.831, 0.384, -0.741], [-3.052, 0.479, -0.100], [-4.136, 0.411, -1.051], [-5.406, 1.053, -0.717], [-5.860, 1.036, 0.757], [-4.756, 0.917, 1.676], [-3.479, 0.762, 1.198], [-2.787, 0.534, 1.907], [-5.000, 1.136, 2.669], [-6.817, 1.176, 0.907], [-6.231, 0.926, -1.448], [-3.869, 0.694, -2.060], [-1.541, -0.786, -1.680], [-2.377, -0.811, -1.970], [-1.431, -2.125, -0.835], [-1.296, -2.806, -1.498], [-2.266, -2.507, -0.176], [-0.777, -0.457, -1.783], [-1.006, 0.966, 1.228], [0.119, 0.356, -0.078], [-1.496, -1.333, 1.655], [2.181, -4.146, 1.200], [1.674, -2.617, 1.934], [2.409, -1.654, -2.070], [1.906, 0.899, -2.885], [1.503, 4.470, -2.351], [2.467, 3.080, -3.247], [0.776, 2.918, -2.686]], "atomic_forces_ev_per_a": [[-1.1, 2.5, -4.2], [-0.9, 4.4, -0.8], [-1.7, -7.7, -4.1], [0.1, -1.2, -2.6], [0.8, 12.9, 9.9], [0.6, 3.3, -2.2], [-3.1, 3.3, -10.8], [2.0, -3.4, 8.3], [1.4, -1.0, 1.8], [-10.7, -3.1, -5.6], [8.8, -4.2, -0.2], [0.6, -1.0, 0.5], [-0.2, 8.8, 3.5], [2.0, -0.8, 4.4], [-0.2, 3.2, 14.6], [2.1, -7.2, -8.6], [-1.8, 0.9, -2.5], [3.1, -1.1, -5.1], [-4.1, 2.7, 7.2], [1.3, -6.1, -7.0], [3.5, 4.2, 6.1], [4.9, -0.8, -5.1], [-1.5, -0.6, 0.0], [3.4, -5.7, -10.7], [2.0, -0.1, 6.7], [-4.4, -0.2, -3.1], [-1.9, 4.6, 1.2], [-0.5, -4.4, 3.4], [8.4, -0.3, -4.3], [-3.5, 0.9, -3.4], [0.7, -1.2, -0.9], [2.0, 0.2, 2.3], [0.2, -0.3, 1.6], [-4.5, 0.9, 1.4], [0.7, 0.9, 0.2], [0.2, -1.0, -0.6], [-6.7, -6.0, 12.9], [-10.8, -0.5, -7.2], [-2.2, 3.4, 2.3], [0.8, -4.8, -4.4], [-0.3, 1.2, -1.2], [16.8, 5.7, -5.6], [-1.5, 6.5, 4.8], [-0.8, 0.8, 2.1], [-3.3, -1.8, 2.7], [-1.5, 1.1, -0.3], [-0.6, 1.8, 2.6], [-0.8, -6.6, -5.5], [0.8, -0.9, 2.3], [1.2, -2.2, 0.4], [-0.9, 0.6, 1.6], [1.0, -0.4, 1.3]]}

---

Record 2
{"formula": "C21H26N2O5", "method": "ωB97M-V with the def2-TZVPD basis set", "multiplicity": 1, "relative_energy_ev": 3.307, "smiles": "CCN(CC)CCCN1C(=O)C(O)=C(C(=O)c2ccc(C)o2)[C@@H]1c1ccco1", "orbital_gap_ev": 8.23, "total_energy_ha": -1301.50841, "species": ["C", "H", "H", "H", "C", "N", "C", "C", "H", "H", "C", "N", "C", "O", "C", "C", "C", "O", "C", "C", "C", "C", "O", "C", "H", "H", "H", "H", "H", "C", "C", "C", "C", "C", "O", "H", "H", "H", "H", "O", "H", "H", "H", "H", "H", "C", "C", "H", "H", "H", "H", "H", "H", "H"], "positions_angstrom": [[-0.924, -0.827, 2.391], [-0.735, 0.104, 1.863], [-1.932, -1.159, 2.156], [-0.871, -0.637, 3.460], [0.113, -1.879, 2.012], [0.312, -1.998, 0.576], [1.455, -2.839, 0.254], [2.776, -2.059, 0.276], [2.850, -1.473, 1.192], [3.605, -2.769, 0.268], [2.937, -1.137, -0.938], [1.838, -0.223, -1.089], [0.900, -0.318, -2.042], [0.854, -1.063, -3.008], [-0.147, 0.689, -1.717], [0.187, 1.327, -0.578], [-0.495, 2.395, 0.160], [0.111, 3.224, 0.819], [-1.952, 2.383, 0.088], [-2.859, 3.355, 0.448], [-4.133, 2.815, 0.201], [-3.926, 1.546, -0.279], [-2.615, 1.284, -0.344], [-4.881, 0.490, -0.701], [-5.900, 0.856, -0.618], [-4.685, 0.201, -1.733], [-4.767, -0.396, -0.079], [-5.079, 3.293, 0.356], [-2.618, 4.327, 0.827], [1.534, 0.813, -0.121], [2.580, 1.882, -0.098], [2.946, 2.809, -1.029], [4.012, 3.541, -0.455], [4.213, 3.001, 0.777], [3.356, 1.992, 0.999], [4.906, 3.238, 1.560], [4.546, 4.356, -0.899], [2.504, 2.955, -1.993], [1.467, 0.385, 0.884], [-1.178, 0.813, -2.551], [-1.026, 0.170, -3.269], [2.969, -1.729, -1.856], [3.869, -0.568, -0.848], [1.317, -3.243, -0.751], [1.537, -3.690, 0.950], [-0.888, -2.330, -0.173], [-1.568, -3.655, 0.191], [-1.954, -3.635, 1.207], [-2.399, -3.835, -0.486], [-0.867, -4.483, 0.100], [-0.610, -2.358, -1.229], [-1.596, -1.507, -0.045], [1.075, -1.589, 2.447], [-0.164, -2.846, 2.469]], "atomic_forces_ev_per_a": [[0.2, -0.2, 0.0], [0.0, 0.1, 0.0], [-0.1, 0.0, 0.0], [-0.1, 0.0, 0.1], [0.0, 0.1, 0.0], [0.0, 0.0, 0.2], [0.3, 0.1, 0.1], [-0.3, 0.0, -0.3], [0.1, 0.0, 0.1], [0.1, 0.0, 0.1], [0.2, -0.3, 0.1], [0.0, 0.2, -0.1], [0.1, 0.0, 0.0], [-0.1, -0.1, -0.1], [0.1, 0.2, 0.4], [0.1, -0.3, -0.4], [0.0, -0.1, -0.1], [-0.2, -0.2, -0.1], [-0.5, 1.2, 0.6], [0.7, -0.5, -0.2], [0.0, -0.6, -0.2], [-0.7, 0.5, 0.2], [0.0, -0.4, 0.0], [0.4, 0.0, 0.0], [0.0, 0.0, 0.0], [-0.1, 0.0, -0.1], [-0.1, -0.1, 0.0], [-0.2, 0.0, 0.0], [0.1, 0.2, 0.1], [0.1, 0.2, 0.2], [-0.1, 0.3, -0.9], [-0.2, -0.6, 0.4], [0.2, -0.1, 0.5], [0.4, 0.7, -0.4], [-0.2, -0.4, 0.3], [0.0, 0.0, 0.2], [0.2, 0.2, 0.0], [-0.2, 0.0, -0.2], [-0.1, 0.0, -0.1], [0.2, -0.1, -0.1], [0.1, 0.0, 0.1], [0.1, 0.1, 0.1], [-0.1, 0.0, -0.1], [0.0, -0.1, 0.0], [-0.1, 0.0, -0.1], [-0.2, -0.1, 0.0], [0.2, 0.3, 0.0], [-0.1, -0.1, 0.1], [-0.1, -0.1, 0.0], [0.0, -0.1, 0.0], [-0.1, 0.1, 0.0], [0.0, 0.0, -0.1], [0.0, -0.1, 0.0], [0.1, 0.0, 0.0]]}

---

Number 1 is which compound? C21H26N2O3